Entry from the OMol25 dataset: a molecular structure, C7H16O2Si at a distorted geometry (ωB97M-V with the def2-TZVPD basis set).

## Properties
E, hartree: -716.15711
E_LUMO, eV: 0.721
Relative energy (zero: lowest compared OMol25 entry of this formula, charge and spin), kcal/mol: 116.6
2S+1: 1

Each line ends with the natural charge from an NBO analysis.
Atoms and positions in Å:
C1 -0.06318 -1.13193 2.48774  -0.404
C2 -0.26353 -0.03064 1.76889  -0.217
C3 -0.84953 -1.17459 -0.48894  -0.663
C4 1.37596 0.75285 -1.77154  -0.669
C5 2.21462 -0.55639 0.32534  -0.692
C6 -0.48076 0.00600 0.32582  0.251
C7 1.39659 0.54270 -0.24835  0.353
O1 1.53027 1.76122 0.40753  -0.746
O2 -1.25271 1.18672 0.19519  -0.935
Si1 -2.76788 1.41006 -0.30863  1.192
H1 0.07815 -1.31673 3.52186  0.204
H2 0.03543 -2.18799 2.02814  0.173
H3 -0.27555 0.81829 2.31125  0.211
H4 -0.42812 -1.07082 -1.37759  0.219
H5 -1.91640 -1.29613 -0.44846  0.219
H6 -0.34797 -2.13176 -0.13661  0.232
H7 2.38580 0.85482 -2.06068  0.226
H8 1.21799 -0.08806 -2.32447  0.207
H9 0.59595 1.52570 -2.02758  0.224
H10 1.92586 -0.73102 1.34790  0.248
H11 2.25821 -1.56432 -0.29473  0.226
H12 3.30628 -0.15351 0.52744  0.226
H13 0.81007 2.36099 0.39672  0.492
H14 -3.86609 0.31646 0.02066  -0.191
H15 -2.55327 1.34596 -1.90468  -0.201
H16 -3.09951 2.71195 0.31342  -0.182

---

Entry from the OMol25 dataset: 2 unconnected molecules or ions with the total composition C4H15N2OS (ωB97M-V with the def2-TZVPD basis set).

## Properties
E, hartree: -744.08351
E_LUMO, eV: -2.918
Relative energy (zero: lowest compared OMol25 entry of this formula, charge and spin), kcal/mol: 18.7
Charge: +1
2S+1: 1

Each line ends with the natural charge from an NBO analysis.
Atoms and positions in Å:
N1 -0.18967 0.75988 0.12517  -0.682
C1 -0.03561 -0.38247 -0.84416  -0.065
C2 1.44222 -0.75643 -0.88098  -0.541
S1 2.42131 0.72571 -1.24556  -0.063
C3 -0.98829 -1.50415 -0.41461  -0.247
N2 -1.45885 -1.36320 0.94593  -0.656
C4 -0.49701 -1.74171 1.99354  -0.460
H1 0.33343 1.57353 -0.21587  0.457
H2 0.10353 0.48065 1.06243  0.447
H3 -1.14865 1.08913 0.26401  0.457
H4 -0.25337 0.01989 -1.83094  0.239
H5 1.77031 -1.18104 0.07313  0.221
H6 1.63454 -1.50216 -1.64374  0.260
H7 3.51834 0.14246 -1.73580  0.178
H8 -1.84285 -1.50916 -1.07744  0.231
H9 -0.52912 -2.48470 -0.61218  0.199
H10 -2.29448 -1.90024 1.01780  0.391
H11 0.44200 -2.07757 1.55595  0.196
H12 -0.88558 -2.55348 2.60643  0.233
H13 -0.43365 -0.94368 2.74295  0.201
H14 0.23545 5.49761 -0.47812  0.483
H15 -1.01200 4.88644 -1.04090  0.474
O1 -0.33200 4.72469 -0.36703  -0.956

---

Entry from the OMol25 dataset: 2 unconnected molecules or ions with the total composition C6H12OS2 at a distorted geometry (ωB97M-V with the def2-TZVPD basis set).

## Properties
E, hartree: -1107.21179
E_LUMO (spin up / spin down), eV: 0.014 / -1.962
2S+1: 3
<S²>: 2.052

Each line ends with the Löwdin spin population.
Atoms and positions in Å:
C1 0.15037 -0.74913 -0.64781  0.731
C2 -1.71243 0.75620 -1.06701  0.014
C3 -1.97044 -1.40217 0.07328  0.056
C4 -0.64692 0.42439 1.20825  0.056
C5 3.23801 0.95922 0.35130  0.098
C6 -0.99395 -0.17576 -0.13184  0.122
O1 2.30792 -2.00873 -1.23381  -0.047
S1 0.86599 -2.08819 -1.33132  0.061
S2 1.96953 2.20747 -0.07712  0.827
H1 -2.52864 1.16829 -0.49858  0.001
H2 -1.05683 1.56642 -1.42153  0.005
H3 -2.04119 0.18782 -1.86447  0.000
H4 -2.36653 -1.66996 -0.83532  0.001
H5 -2.75367 -1.13056 0.77571  0.010
H6 -1.42416 -2.29128 0.59039  0.001
H7 -0.14273 -0.28464 1.83131  0.003
H8 -1.63260 0.76330 1.81235  0.006
H9 0.00007 1.24189 1.14509  0.013
H10 3.98893 1.69327 0.59059  0.038
H11 3.65018 0.45026 -0.44425  0.003
H12 3.09908 0.38188 1.17482  0.003

---

Entry from the OMol25 dataset: a molecular structure, C30H71BF4N15O22Zr at a distorted geometry (ωB97M-V with the def2-TZVPD basis set).

## Properties
E, hartree: -4134.42089
E_LUMO, eV: 0.110
Charge: -1
2S+1: 1

Each line ends with the Mulliken charge.
Atoms and positions in Å:
Zr1 0.59152 -3.02556 -2.10729  1.029
B1 -2.35789 -4.69685 0.79511  -0.140
F1 -2.76086 -5.75545 1.60118  -0.340
F2 -0.95177 -4.79718 0.52971  -0.105
F3 -3.04075 -4.76411 -0.43501  -0.450
F4 -2.59116 -3.46999 1.44093  -0.273
C1 -0.57849 -2.83188 -6.30866  -0.845
C2 0.09836 -2.37959 -7.47696  0.202
C3 1.36854 -1.54322 -7.35276  0.422
O1 1.76097 -0.87642 -8.28520  -0.596
C4 1.93097 -1.37794 -6.03918  -0.726
C5 1.36197 -1.97558 -4.96244  0.254
C6 0.01125 -2.67098 -5.10084  0.754
O2 -0.44109 -3.15427 -3.98114  -0.941
O3 1.84028 -2.04399 -3.76657  -0.658
O4 -0.28649 -2.72641 -8.57752  -0.608
H1 -1.47097 -3.43869 -6.35368  0.512
H2 2.79834 -0.73643 -5.94591  0.459
C7 -0.22445 1.16015 -1.07575  -0.010
C8 -0.29890 1.81598 0.19447  0.136
C9 -0.37310 0.92886 1.42451  0.200
O5 -0.45593 1.40341 2.58386  -0.950
C10 -0.21900 -0.44006 1.34510  1.377
C11 -0.09053 -1.05299 0.11825  1.468
C12 -0.08112 -0.20212 -1.18224  1.369
O6 0.13080 -0.93420 -2.21336  -0.735
O7 0.15822 -2.25936 -0.10526  -0.200
O8 -0.23250 3.04027 0.23886  -0.860
H3 -0.14828 1.78181 -1.95168  -0.173
H4 -0.32707 -1.11721 2.18180  -1.061
C13 -3.26618 -0.27284 5.29102  0.442
O9 -3.34282 -0.96414 6.29665  -0.737
N1 -2.56406 -0.58193 4.15666  0.393
N2 -3.78885 0.99274 5.16706  -0.193
H5 -2.48673 0.26664 3.62764  -0.516
H6 -2.31883 -1.54685 3.99462  0.138
H7 -3.68376 1.50126 4.28986  0.215
H8 -4.40661 1.41277 5.83394  0.221
C14 -3.60043 0.28590 -3.09772  0.239
O10 -3.14939 -0.80564 -2.75874  -0.681
N3 -3.31390 1.43630 -2.39621  0.414
N4 -4.36679 0.42996 -4.22360  -0.487
H9 -2.37745 1.26484 -2.05017  -0.472
H10 -3.61444 2.31705 -2.77846  0.197
H11 -4.46007 -0.33787 -4.86361  0.284
H12 -4.31987 1.35337 -4.62129  0.186
C15 -1.12345 6.33287 1.92141  0.548
O11 -0.82068 6.74553 0.81250  -0.640
N5 -1.71959 7.12533 2.88611  -0.417
N6 -0.77317 5.09807 2.38748  -0.092
H13 -1.84644 8.10921 2.74242  0.239
H14 -1.65630 6.85332 3.85096  0.176
H15 -1.00954 4.63500 3.24339  0.270
H16 -0.25790 4.60902 1.67130  0.021
C16 2.00310 -0.77095 4.73437  0.621
O12 2.93621 -1.44242 5.15522  -0.710
N7 2.09040 0.29484 3.89031  -0.164
N8 0.70804 -0.92098 5.16138  -0.137
H17 1.22530 0.74087 3.63237  0.023
H18 2.97168 0.51602 3.46630  0.183
H19 0.51050 -1.47207 5.97615  0.238
H20 -0.04788 -0.38125 4.77241  -0.091
C17 -2.59220 5.16391 -1.81492  0.407
O13 -3.54510 5.63135 -2.43012  -0.761
N9 -2.69171 4.15286 -0.90316  0.549
N10 -1.30868 5.56386 -2.07019  -0.160
H21 -1.89398 3.77524 -0.40993  -0.293
H22 -3.62426 3.85757 -0.66474  -0.086
H23 -0.48602 5.26204 -1.58217  0.111
H24 -1.24898 6.30034 -2.74896  0.222
C18 0.05781 2.43432 -5.16304  0.409
O14 0.26690 2.62993 -6.34403  -0.670
N11 0.81212 1.59588 -4.38203  -0.103
N12 -0.85934 3.21518 -4.49298  -0.233
H25 0.67265 1.53712 -3.39799  0.290
H26 1.28051 0.87059 -4.90142  0.038
H27 -1.06020 3.36010 -3.51888  0.151
H28 -1.40277 3.79837 -5.10613  0.208
C19 4.20407 2.24048 -0.62249  -1.272
C20 5.23980 1.72343 0.36833  0.465
C21 4.79548 0.36280 0.85246  0.193
O15 5.74674 -0.19114 1.72507  -0.434
C22 5.42780 -1.49326 2.17490  0.196
N13 6.52529 1.68967 -0.36717  -0.804
H29 3.17951 2.09723 -0.29396  0.069
H30 4.29402 1.69510 -1.56823  0.383
H31 4.45813 3.25659 -0.92536  0.391
H32 5.28618 2.32566 1.28244  0.414
H33 4.63479 -0.36276 0.02927  -0.100
H34 3.77549 0.41217 1.26988  -0.255
H35 5.36699 -2.23892 1.38960  -0.082
H36 4.54105 -1.44670 2.81454  -0.222
H37 6.20248 -1.71677 2.91166  0.319
H38 6.93419 2.57674 -0.05179  0.302
H39 7.22074 1.12185 0.12648  0.292
C23 -3.89338 -0.02233 1.14375  -1.130
C24 -4.05259 1.48428 1.03012  2.919
C25 -5.50466 1.78199 0.76272  -1.257
O16 -5.74073 3.17888 0.63172  -0.401
C26 -6.74814 3.51625 -0.29800  -0.774
N14 -3.72522 2.15472 2.30862  -0.417
H40 -2.99463 -0.45295 1.57851  -0.436
H41 -3.86219 -0.49700 0.15277  0.175
H42 -4.75426 -0.49799 1.61708  0.468
H43 -3.54009 1.92482 0.17082  -1.257
H44 -6.21834 1.37166 1.48813  0.394
H45 -5.83743 1.35312 -0.19595  0.501
H46 -6.39220 3.20061 -1.29153  0.278
H47 -6.88760 4.58872 -0.26550  0.253
H48 -7.63718 2.89249 -0.15395  0.340
H49 -4.02801 3.12993 2.24357  0.344
H50 -2.71773 2.34142 2.25672  -0.193
C27 5.87303 -4.07557 -0.21933  -1.889
C28 4.89293 -5.13846 0.28640  0.532
C29 4.14847 -4.82394 1.55184  -1.165
O17 3.31736 -3.72937 1.31027  0.514
C30 2.50210 -3.42262 2.47647  -1.039
N15 3.96606 -5.51477 -0.82614  -0.486
H51 6.52672 -4.46692 -1.00372  0.486
H52 6.58825 -3.78489 0.55250  0.456
H53 5.40944 -3.18782 -0.65696  0.262
H54 5.61342 -5.96049 0.39241  0.454
H55 4.91337 -4.59574 2.30674  0.424
H56 3.66439 -5.74173 1.91331  0.477
H57 1.92927 -4.29517 2.77862  0.563
H58 1.93268 -2.55209 2.15629  -0.158
H59 3.15847 -3.04383 3.26222  0.425
H60 4.52715 -5.92763 -1.56576  0.285
H61 3.49820 -6.32294 -0.41036  0.240
O18 -1.18979 -3.38765 3.67838  -0.721
H62 -1.84187 -3.70840 3.02893  0.457
H63 -0.53110 -2.94405 3.13895  0.071
O19 -1.44072 3.19867 4.64807  -0.749
H64 -1.09446 2.60393 3.95822  0.355
H65 -1.44852 2.67504 5.45478  0.364
O20 1.24249 -4.46680 -0.60241  -0.185
H66 0.73795 -5.26010 -0.35992  0.204
H67 2.02117 -4.43182 -0.00445  -0.172
O21 -1.80339 -2.84525 -1.82754  -0.275
H68 -2.45107 -3.42986 -1.39244  0.373
H69 -2.31222 -2.07830 -2.18007  0.422
O22 2.54902 -2.34725 -1.27994  0.399
H70 3.22345 -2.81032 -0.76038  -0.026
H71 2.95168 -1.51730 -1.57359  0.131

---

Entry from the OMol25 dataset: a molecular structure, C24H33NOP2Ru at a distorted geometry (ωB97M-V with the def2-TZVPD basis set).

## Properties
E, hartree: -1841.55790
E_LUMO (spin up / spin down), eV: -1.911 / -5.403
Charge: +1
2S+1: 6
<S²>: 8.814

Each line ends with the Löwdin spin population.
Atoms and positions in Å:
C1 1.25522 -0.08290 -4.37860  -0.008
C2 0.55172 0.36276 -3.26395  0.083
C3 -0.00121 -0.60877 -2.38496  0.058
C4 0.37587 -1.95689 -2.48887  0.099
C5 1.07882 -2.38396 -3.61715  -0.013
C6 1.48889 -1.44950 -4.56933  0.113
C7 0.10321 -2.77897 -1.27408  0.033
C8 -1.28228 -2.50695 -0.78587  0.095
C9 -1.63340 -1.14674 -0.72992  0.050
C10 -2.75076 -0.71231 0.03886  0.082
C11 -3.60425 -1.67896 0.56339  -0.009
C12 -3.33165 -3.03990 0.37962  0.113
C13 -2.17008 -3.45689 -0.27250  -0.011
H1 1.62875 0.65543 -5.09209  -0.002
H2 1.28545 -3.44926 -3.72479  -0.002
H3 2.01793 -1.78652 -5.45988  0.006
H4 0.30559 -3.84329 -1.41256  0.001
H5 -4.48496 -1.35050 1.12026  -0.002
H6 -4.02747 -3.78200 0.76918  0.006
H7 -1.92957 -4.51342 -0.40002  -0.002
N1 -0.83206 -0.20535 -1.35273  0.516
Ru1 0.54002 0.69402 0.42937  2.490
C14 0.37551 1.81096 -2.89184  0.048
H8 -0.69161 2.06222 -2.78591  0.003
H9 0.83855 2.47699 -3.63182  0.006
C15 -2.92971 0.76672 0.23840  0.036
H10 -3.01346 1.28128 -0.73281  0.004
H11 -3.81917 0.97717 0.84753  0.005
P1 1.13538 2.13939 -1.22792  0.165
P2 -1.44593 1.51839 1.07747  0.161
C16 -1.78347 1.20699 2.84235  0.031
H12 -1.05064 1.77366 3.43285  0.002
H13 -2.79946 1.53596 3.10047  0.005
H14 -1.67178 0.14072 3.07252  0.001
C17 -1.76771 3.29631 0.89195  0.038
H15 -2.66692 3.57376 1.46001  0.006
H16 -0.90448 3.85099 1.28212  0.002
H17 -1.91363 3.54212 -0.16739  0.001
C18 2.91801 1.89781 -1.53818  0.039
H18 3.23336 2.38647 -2.46940  0.005
H19 3.47415 2.32276 -0.69188  0.002
H20 3.12760 0.82311 -1.59826  0.009
C19 0.99009 3.93961 -1.02729  0.023
H21 1.43355 4.21673 -0.06161  0.002
H22 1.52783 4.45213 -1.83666  0.003
H23 -0.06258 4.24233 -1.03687  0.000
C20 1.46127 1.77242 1.60900  0.177
O1 2.00059 2.51210 2.34318  0.111
H24 0.78872 -2.31921 -0.47762  0.026
C21 0.88738 -2.22908 3.86213  0.010
C22 1.26173 -1.01853 3.00937  0.027
C23 2.76409 -1.00972 2.72688  0.013
C24 0.48316 -1.03811 1.68230  0.251
H25 1.13804 -3.15667 3.33440  0.001
H26 -0.18351 -2.23236 4.08380  0.001
H27 1.43353 -2.21273 4.80977  0.002
H28 0.99133 -0.10313 3.55772  0.004
H29 3.04054 -1.90634 2.15736  0.000
H30 3.05841 -0.12968 2.14548  0.010
H31 3.32968 -1.00768 3.66540  0.000
H32 0.98185 -1.76124 1.02193  0.043
H33 -0.55408 -1.37376 1.82771  0.034

---

Entry from the OMol25 dataset: 2 unconnected molecules or ions with the total composition C4H9O2S at a distorted geometry (ωB97M-V with the def2-TZVPD basis set).

## Properties
E, hartree: -706.52223
E_LUMO, eV: 3.343
Relative energy (zero: lowest compared OMol25 entry of this formula, charge and spin), kcal/mol: 16.1
Charge: -1
2S+1: 1

Each line ends with the natural charge from an NBO analysis.
Atoms and positions in Å:
C1 -2.61002 0.01336 -1.39072  -0.745
C2 -1.34718 0.86816 -1.03919  0.771
O1 -0.88908 0.82531 0.13279  -0.821
O2 -0.87168 1.48226 -2.02210  -0.783
H1 -3.14726 0.54251 -2.16822  0.204
H2 -3.32966 -0.03127 -0.56575  0.186
H3 -2.19785 -0.97210 -1.57062  0.205
C3 1.45149 -1.38921 0.08313  -0.751
C4 1.81944 0.71622 1.83320  -0.787
S1 2.73264 -0.65606 1.14662  0.133
H4 1.57463 -2.46398 -0.03227  0.199
H5 0.48078 -1.04410 0.43630  0.270
H6 1.55792 -0.99669 -0.93222  0.219
H7 1.23824 0.38759 2.70162  0.199
H8 1.00927 1.21982 1.28711  0.295
H9 2.52832 1.49818 2.10031  0.206